Here is a molecular structure, C3H6I3N in a non-equilibrium geometry from the OMol25 dataset. Energies are from ωB97M-V/def2-TZVPD.

```
13
Properties=species:S:1:pos:R:3:lowdin_charge:R:1
C 1.7366 0.0315 0.6319 -0.183
C -1.1237 0.4979 -0.8464 -0.754
C -0.6183 -0.1012 0.4535 -0.930
N 0.5709 -0.8830 0.4311 -0.703
I -2.7491 2.0344 -0.8807 0.666
I -2.1905 -1.5379 0.9621 0.749
I 0.8485 -2.0149 -1.2115 0.928
H 2.5493 -0.5570 0.9007 0.053
H 1.8541 0.6663 -0.2398 0.077
H 1.6407 0.5801 1.4857 0.053
H -0.2797 0.7752 -1.4035 0.003
H -1.6707 -0.1911 -1.4694 -0.043
H -0.5681 0.6998 1.1864 0.084
```

Values from the calculation:
- strongest force on any atom (eV Å⁻¹) = 3.135
- net charge = 0
- orbital gap (eV) = 8.77

Here is 3 unconnected molecules or ions with the total composition C21H43BN3O3 in a non-equilibrium geometry from the OMol25 dataset. Energies are from ωB97M-V/def2-TZVPD.

```
71
Properties=species:S:1:pos:R:3:lowdin_spin:R:1
C -1.6303 0.4858 -2.8275 0.000
C -0.1715 0.0757 -2.3743 0.000
B 0.8439 1.3718 -2.1364 0.001
N 0.3773 2.6680 -2.9079 0.000
C 0.1085 3.5152 -2.1006 0.000
O -0.4901 4.3714 -1.5381 0.000
H -2.0015 1.3636 -2.2474 0.000
H -2.3082 -0.4003 -2.6620 0.000
H -1.6977 0.7178 -3.9218 0.000
H -0.2780 -0.5267 -1.4356 0.000
H 0.2676 -0.5329 -3.2082 0.000
H 0.9972 1.5401 -0.9484 0.000
H 1.9082 1.0418 -2.6225 0.001
C -6.0893 -1.6227 2.6266 0.002
C -5.1911 -0.7812 1.6869 0.024
C -6.0222 0.3466 1.0541 0.012
C -6.9812 -0.1416 -0.0273 0.001
C -6.2417 -0.9715 -1.0729 0.013
C -5.4092 -2.1131 -0.4695 0.024
N -4.5540 -1.6649 0.6671 0.320
O -3.5208 -1.0152 0.1597 0.596
C -6.3446 -3.2518 -0.0062 0.001
C -4.5823 -2.7570 -1.5976 -0.001
C -4.1539 -0.1493 2.6323 -0.001
H -6.1949 -1.1458 3.6037 0.000
H -7.1064 -1.7460 2.2554 0.000
H -5.6608 -2.6115 2.8046 0.002
H -5.3542 1.0937 0.6112 0.003
H -6.5900 0.8700 1.8300 0.001
H -7.7975 -0.7229 0.4136 0.000
H -7.4506 0.7185 -0.5120 0.001
H -6.9652 -1.3753 -1.7873 0.001
H -5.5912 -0.3021 -1.6462 0.003
H -5.7863 -4.0208 0.5334 0.001
H -6.8169 -3.7364 -0.8637 0.000
H -7.1646 -2.9170 0.6261 0.000
H -3.9482 -2.0361 -2.1151 -0.001
H -5.2397 -3.1910 -2.3544 0.000
H -3.9469 -3.5583 -1.2120 0.000
H -3.5367 -0.9159 3.1076 0.000
H -4.6506 0.4171 3.4226 0.000
H -3.4938 0.5532 2.1211 -0.001
C 6.7848 2.5267 -0.1831 0.002
C 5.3961 2.0470 0.3063 0.023
C 5.3983 1.9474 1.8402 0.012
C 6.1834 0.7497 2.3677 0.001
C 5.7113 -0.5410 1.7040 0.012
C 5.7067 -0.4722 0.1688 0.024
N 5.0437 0.7566 -0.3512 0.306
O 3.7373 0.5909 -0.2332 0.610
C 7.1558 -0.5516 -0.3603 0.001
C 5.0512 -1.7563 -0.3711 -0.001
C 4.4428 3.1831 -0.1074 -0.001
H 6.8765 3.6127 -0.1079 0.000
H 7.6120 2.1268 0.4040 0.000
H 6.9456 2.2700 -1.2323 0.002
H 4.3684 1.8739 2.2070 0.003
H 5.8086 2.8661 2.2718 0.001
H 7.2572 0.8904 2.2080 0.000
H 6.0466 0.6729 3.4501 0.001
H 6.3444 -1.3687 2.0384 0.001
H 4.7025 -0.7653 2.0675 0.003
H 7.1866 -0.3849 -1.4396 0.001
H 7.5821 -1.5403 -0.1730 0.000
H 7.8360 0.1525 0.1145 0.000
H 4.0446 -1.9081 0.0204 -0.001
H 5.6328 -2.6347 -0.0807 0.000
H 4.9960 -1.7411 -1.4622 0.000
H 4.4083 3.2915 -1.1938 0.000
H 4.7756 4.1347 0.3135 0.000
H 3.4243 3.0283 0.2525 -0.001
```

Values from the calculation:
- 2S+1 = 3
- strongest force on any atom (eV Å⁻¹) = 3.230
- net charge = -1
- orbital gap (spin up / spin down) (eV) = 6.45 / 6.26
- expectation value of S² = 2.0083

Here is a single C22H29N3O5S2 molecule in a non-equilibrium geometry from the OMol25 dataset. Energies are from ωB97M-V/def2-TZVPD.

```
61
Properties=species:S:1:pos:R:3:lowdin_charge:R:1
C -6.0022 -0.5814 0.8389 -0.094
C -5.8184 -0.4473 -0.6677 -0.226
C -5.0858 0.8480 -1.0461 -0.353
C -5.0115 1.0077 -2.5668 -0.056
C -3.7060 0.8827 -0.4396 -0.206
C -3.3731 1.8603 0.4943 -0.007
C -2.1127 1.8995 1.0637 -0.042
C -1.1776 0.9536 0.6912 -0.287
S 0.4470 1.0113 1.4244 0.699
O 1.2314 -0.0761 0.8930 -0.280
O 0.3424 1.0864 2.8522 -0.274
N 0.9703 2.5403 0.9188 -0.225
C 2.1691 2.9760 1.6094 -0.163
C 3.3795 2.1730 1.1368 -0.188
N 3.5111 2.2640 -0.3042 -0.196
S 4.8648 1.4402 -0.8827 0.675
O 4.9245 1.6786 -2.2944 -0.279
O 5.9772 1.8374 -0.0714 -0.279
C 4.4254 -0.2561 -0.5598 -0.281
C 3.6228 -0.9195 -1.4706 -0.060
C 2.9752 -2.0834 -1.1035 0.009
C 3.1172 -2.5691 0.1952 -0.218
N 2.4143 -3.6782 0.6588 0.127
C 1.3262 -4.2924 0.0988 -0.508
C 0.7612 -5.3738 0.9960 0.001
O 0.8651 -4.0205 -0.9839 0.071
C 3.9936 -1.9360 1.0787 -0.008
C 4.6343 -0.7718 0.7067 -0.066
C 2.3146 1.9243 -1.0498 -0.190
C 1.1085 2.6940 -0.5132 -0.158
C -1.4816 -0.0283 -0.2324 -0.036
C -2.7455 -0.0607 -0.7940 -0.008
H -6.5407 -1.4960 1.0748 0.071
H -6.5692 0.2600 1.2315 0.076
H -5.0380 -0.6091 1.3418 0.072
H -5.2601 -1.3061 -1.0431 0.110
H -6.7964 -0.4483 -1.1537 0.113
H -5.6587 1.6897 -0.6422 0.136
H -4.4760 1.9181 -2.8263 0.083
H -4.4982 0.1653 -3.0224 0.076
H -6.0132 1.0649 -2.9860 0.079
H -4.1110 2.5951 0.7810 0.118
H -1.8398 2.6439 1.7939 0.120
H 2.0024 2.8169 2.6749 0.119
H 2.3060 4.0417 1.4086 0.135
H 4.3072 2.5608 1.5590 0.127
H 3.2389 1.1310 1.4578 0.101
H 3.5163 -0.5096 -2.4629 0.121
H 2.3252 -2.5919 -1.7952 0.106
H 2.6459 -3.9519 1.6043 0.143
H 0.3801 -4.9311 1.9142 0.085
H -0.0519 -5.8770 0.4810 0.084
H 1.5313 -6.0997 1.2476 0.083
H 4.1343 -2.3346 2.0733 0.117
H 5.2961 -0.2510 1.3810 0.120
H 2.5147 2.1793 -2.0915 0.128
H 2.0932 0.8516 -0.9725 0.093
H 0.1942 2.3272 -0.9842 0.122
H 1.2142 3.7633 -0.7182 0.135
H -0.7264 -0.7541 -0.4918 0.114
H -2.9817 -0.8311 -1.5114 0.118
```

Values from the calculation:
- strongest force on any atom (eV Å⁻¹) = 1.164
- SMILES = CC[C@H](C)c1ccc(S(=O)(=O)N2CCN(S(=O)(=O)c3ccc(NC(C)=O)cc3)CC2)cc1
- net charge = 0
- orbital gap (eV) = 9.35

Here is a single C2H2N2O2 molecule in a non-equilibrium geometry from the OMol25 dataset. Energies are from ωB97M-V/def2-TZVPD.

```
8
Properties=species:S:1:pos:R:3:lowdin_charge:R:1
O 2.3481 0.1912 0.1748 0.118
C 1.1834 -0.0952 0.2353 -0.489
N -0.0105 0.7423 0.1722 0.146
C -1.0792 -0.0967 0.2270 -0.197
N -0.7669 -1.3356 0.3533 0.095
O 0.6694 -1.3438 0.3799 0.031
H -0.1746 1.7405 0.0479 0.159
H -2.1239 0.1973 0.1565 0.136
```

Values from the calculation:
- strongest force on any atom (eV Å⁻¹) = 1.279
- SMILES = O=c1[nH]cno1
- net charge = 0
- orbital gap (eV) = 10.61